# 1
Entry from the OMol25 dataset: a 6-piece molecular cluster, C50H94F2N3O14 overall at a distorted geometry (wB97M-V/def2-TZVPD).

XYZ file:
```
163
Properties=species:S:1:pos:R:3
C -3.69880 -4.62481 2.00823
C -2.54206 -4.39495 1.02121
C -1.44525 -3.48672 1.62104
C -0.73177 -2.70507 0.56251
C 0.51672 -2.96867 -0.00768
C 1.30919 -4.15341 0.49976
C 1.97380 -5.11111 -0.51097
C 3.47158 -5.34649 -0.25047
C 4.32128 -5.47266 -1.51087
C 5.81298 -5.48052 -1.17775
C 6.38501 -4.08888 -0.85351
C 7.10720 -3.99654 0.49419
C 6.23002 -3.62463 1.67404
O 5.69866 -4.80017 2.27083
C 4.58251 -4.60333 3.10559
C 0.99312 -2.06859 -0.96556
C 2.34767 -2.33269 -1.57565
O 3.36414 -2.18686 -0.96309
N 2.32503 -2.84895 -2.87734
C 3.47338 -2.59383 -3.69546
O 4.03401 -3.39293 -4.35614
F 3.81717 -1.29328 -3.65534
C 0.30468 -0.91617 -1.35473
C 0.86262 0.09258 -2.32981
C 1.59710 1.26562 -1.68291
C 2.91972 0.91646 -1.01626
C 3.65372 2.15722 -0.51265
C 5.13007 1.86458 -0.31227
O 5.78013 3.03510 0.09795
C 7.15673 2.85532 0.38052
C -0.96020 -0.71829 -0.81640
C -1.88773 0.39213 -1.15387
C -3.04221 0.14968 -1.87811
C -3.85957 1.22072 -2.20269
C -3.48572 2.47548 -1.75467
C -2.32458 2.61085 -1.00025
N -1.52237 1.59321 -0.70647
N -1.37628 -1.62158 0.08665
F -2.59206 -1.37855 0.62566
H -4.56376 -4.04176 1.69694
H -3.40695 -4.32842 3.01051
H -4.00868 -5.66491 2.01961
H -2.08788 -5.34130 0.73102
H -2.92021 -3.93725 0.10765
H -1.91225 -2.77607 2.30047
H -0.73847 -4.05791 2.20842
H 2.04445 -3.75900 1.20471
H 0.62498 -4.75336 1.08788
H 1.46985 -6.06897 -0.39053
H 1.81007 -4.81730 -1.54371
H 3.87665 -4.52328 0.34281
H 3.59653 -6.24834 0.34949
H 4.07104 -6.38461 -2.05200
H 4.12489 -4.60563 -2.14340
H 5.99605 -6.16296 -0.34571
H 6.34850 -5.90311 -2.02811
H 7.09657 -3.81527 -1.63042
H 5.58559 -3.34512 -0.86410
H 7.89843 -3.24732 0.43458
H 7.60353 -4.93946 0.72569
H 5.41070 -2.97005 1.35245
H 6.81029 -3.07066 2.41945
H 4.25942 -3.55965 3.11755
H 4.82087 -4.89882 4.12770
H 3.75035 -5.21985 2.75648
H 1.47375 -2.58949 -3.36864
H 1.52805 -0.42080 -3.02136
H 0.02785 0.46916 -2.92138
H 0.94344 1.76659 -0.97279
H 1.80318 1.98397 -2.47881
H 2.76720 0.23191 -0.17883
H 3.56333 0.40626 -1.73836
H 3.57336 2.96550 -1.24033
H 3.24449 2.48400 0.44255
H 5.54983 1.48191 -1.25354
H 5.25189 1.06382 0.42987
H 7.41942 3.53009 1.19349
H 7.75637 3.14190 -0.48011
H 7.38908 1.83925 0.69953
H -3.28865 -0.85375 -2.19838
H -4.76124 1.07774 -2.77613
H -4.07866 3.34863 -1.98395
H -2.03543 3.58369 -0.62801
C -5.80120 -0.72696 0.20778
O -6.49637 0.02180 -0.76767
C -7.37806 -0.77566 -1.55320
C -8.81150 -0.65755 -1.08970
O -8.98491 -1.21106 0.20114
C -9.08335 -0.23880 1.23054
H -5.28238 -0.02157 0.85712
H -6.48232 -1.33210 0.81099
H -5.06282 -1.38764 -0.26423
H -7.06589 -1.82439 -1.52575
H -7.30718 -0.42633 -2.58845
H -9.45034 -1.21500 -1.78133
H -9.12717 0.38973 -1.10734
H -10.03012 0.30521 1.15906
H -8.25103 0.46952 1.19931
H -9.05759 -0.76962 2.18072
C 7.92229 4.33896 -3.16728
O 9.21243 4.82839 -2.86468
C 10.02526 5.03575 -4.00979
C 10.09256 6.49560 -4.39383
O 8.83673 6.98112 -4.83525
C 8.15231 7.75418 -3.86442
H 7.33437 4.37531 -2.25140
H 7.42552 4.94757 -3.92735
H 7.97376 3.29966 -3.51416
H 9.65218 4.44803 -4.85430
H 11.03248 4.68267 -3.76865
H 10.80228 6.61084 -5.21899
H 10.45714 7.08655 -3.54800
H 8.65102 8.71655 -3.71077
H 8.08281 7.22925 -2.90814
H 7.14910 7.94307 -4.23947
C 3.83936 12.48760 -2.18696
O 4.52103 12.96058 -3.33222
C 5.92287 12.75203 -3.28739
C 6.34193 11.57841 -4.14150
O 5.84729 10.34996 -3.62892
C 4.72162 9.86017 -4.33150
H 2.77280 12.55535 -2.39408
H 4.09563 11.44798 -1.96595
H 4.06748 13.10623 -1.31233
H 6.25527 12.59865 -2.25607
H 6.40536 13.65720 -3.66836
H 7.43471 11.51717 -4.14936
H 6.00410 11.72659 -5.17142
H 5.00473 9.51422 -5.33220
H 3.94221 10.62056 -4.42343
H 4.32926 9.01561 -3.76650
C -12.54330 -1.46936 1.88129
O -12.67154 -0.05941 1.88793
C -14.01894 0.38881 1.90887
C -14.44105 0.83477 3.28940
O -14.47912 -0.24904 4.20204
C -13.36515 -0.30187 5.07131
H -11.48888 -1.69777 2.02746
H -13.12243 -1.93600 2.68175
H -12.86118 -1.88393 0.91869
H -14.68856 -0.39991 1.55352
H -14.09701 1.23632 1.22106
H -15.44947 1.25540 3.23225
H -13.76720 1.61784 3.65089
H -13.39423 0.51960 5.79530
H -12.42174 -0.25999 4.51998
H -13.42028 -1.24550 5.61101
C -1.72458 -6.35959 5.32160
O -3.04928 -6.11256 4.88571
C -3.84826 -7.28785 4.82861
C -4.77739 -7.39596 6.01536
O -4.06048 -7.58836 7.22038
C -3.95625 -6.42403 8.01908
H -1.25247 -5.39298 5.49502
H -1.70659 -6.93292 6.25056
H -1.15499 -6.90177 4.55746
H -3.21340 -8.17674 4.77225
H -4.44639 -7.23871 3.91254
H -5.42897 -8.26335 5.87324
H -5.40920 -6.50449 6.07933
H -4.92662 -6.15887 8.45107
H -3.57504 -5.57463 7.44580
H -3.26316 -6.64783 8.82738
```

The value obtained for the molecular weight is 999.3 g mol⁻¹. Its net charge is +1. For the HOMO energy, the calculation gives -10.2 eV. The HOMO-LUMO gap comes out at 0.2306 Ha.


# 2
Entry from the OMol25 dataset: C51H113N2O3P2 as an isolated structure at a distorted geometry (wB97M-V/def2-TZVPD).

XYZ file:
```
171
Properties=species:S:1:pos:R:3
C -5.10518 3.60653 -15.17641
C -5.92023 4.75544 -15.81802
C -7.32652 4.90050 -15.16571
C -8.17564 6.09977 -15.82576
N -9.65688 5.79490 -15.86127
C -10.27727 5.37323 -14.46676
C -10.30751 6.56110 -13.61069
C -10.53105 7.73680 -14.58050
C -10.46694 7.16938 -16.07717
C -9.98155 4.81337 -17.03568
H -4.40576 3.12490 -15.85976
H -5.81616 2.81441 -14.94157
H -4.53588 3.69814 -14.25142
H -5.89775 4.50816 -16.87935
H -5.26956 5.62724 -15.88635
H -7.17802 4.99130 -14.08970
H -7.74701 3.90175 -15.28306
H -7.99279 6.11107 -16.90026
H -7.93791 7.06928 -15.38801
H -11.31318 5.07777 -14.63319
H -9.62085 4.61904 -14.03270
H -10.85487 6.52148 -12.66892
H -9.29260 6.73554 -13.25342
H -11.44099 8.25116 -14.27140
H -9.83143 8.54120 -14.35340
H -11.49809 6.89468 -16.29936
H -10.05477 7.84389 -16.82767
H -9.52612 5.22331 -17.93715
H -11.04704 4.71488 -17.24335
H -9.48495 3.88448 -16.75520
C 14.85951 1.88306 -13.35041
C 14.24201 0.66822 -14.24003
C 12.66535 0.58220 -14.13013
C 12.04233 -0.28836 -15.19674
N 10.63379 0.01293 -15.62493
C 10.37493 -0.99822 -16.80650
C 10.49274 -0.24863 -18.12304
C 10.67887 1.22907 -17.77691
C 10.41835 1.39942 -16.30149
C 9.61113 -0.15993 -14.44880
H 14.60222 1.92383 -12.29200
H 14.54646 2.80394 -13.84241
H 15.93040 1.71993 -13.47154
H 14.68235 -0.23882 -13.82591
H 14.64226 0.74662 -15.25085
H 12.33381 1.61611 -14.22611
H 12.49181 0.32227 -13.08590
H 12.03221 -1.29798 -14.78606
H 12.72611 -0.34376 -16.04377
H 9.32080 -1.26926 -16.74778
H 10.82755 -1.98356 -16.69548
H 9.47417 -0.27343 -18.51035
H 11.22604 -0.64085 -18.82770
H 9.98295 1.83819 -18.35378
H 11.66785 1.54928 -18.10477
H 9.34420 1.58453 -16.29585
H 11.01049 2.17728 -15.81943
H 9.86046 0.73385 -13.87689
H 9.88472 -1.03353 -13.85713
H 8.58576 -0.07694 -14.80913
C 8.59213 13.28148 -16.01593
C 7.04249 13.49571 -15.81730
C 6.19718 12.28947 -15.72378
C 6.34934 11.27330 -16.79483
P 5.37189 9.68935 -16.73762
C 3.57952 10.04103 -16.54768
C 2.98350 9.96601 -15.14061
C 1.50889 10.47989 -15.23101
C 1.21701 11.92479 -15.62661
C 5.81567 8.58342 -15.26427
C 6.18653 9.20628 -13.92892
C 6.79004 8.23728 -12.90176
C 8.26516 7.90142 -13.27332
C 5.50152 8.69193 -18.25181
C 5.65551 9.63051 -19.49617
C 5.66503 8.83463 -20.77124
C 4.35455 8.36465 -21.20098
H 8.81458 12.49024 -15.30001
H 8.96624 14.28660 -15.82131
H 8.88376 12.94149 -17.00964
H 6.74294 14.16337 -16.62512
H 6.74164 14.07896 -14.94700
H 5.17952 12.67989 -15.72284
H 6.29148 11.90775 -14.70716
H 7.40312 10.99709 -16.75816
H 6.07955 11.67877 -17.76998
H 2.92435 9.41640 -17.15487
H 3.59297 11.06095 -16.93198
H 3.56883 10.71129 -14.60207
H 3.05421 8.98669 -14.66728
H 1.23682 10.24299 -14.20244
H 0.87153 9.85795 -15.85955
H 1.24295 12.11334 -16.69987
H 2.01547 12.49038 -15.14633
H 0.30209 12.21492 -15.11003
H 6.70558 8.15178 -15.72236
H 4.96324 7.90418 -15.27525
H 5.24855 9.54707 -13.49058
H 6.79390 10.10855 -13.85748
H 6.30512 7.26677 -12.79653
H 6.84479 8.62913 -11.88611
H 8.96539 8.71274 -13.07447
H 8.28268 7.66762 -14.33781
H 8.61471 6.91382 -12.97239
H 4.63872 8.02588 -18.25848
H 6.34974 8.02151 -18.11336
H 6.61933 10.09194 -19.28114
H 4.85180 10.36677 -19.50391
H 6.31460 7.97068 -20.63072
H 6.04477 9.43588 -21.59731
H 4.43675 7.60110 -21.97450
H 3.58701 9.10419 -21.42917
H 3.85490 7.82158 -20.39876
C 3.62057 -7.26465 -25.61905
C 2.31037 -7.94053 -26.13458
C 2.30949 -8.64240 -27.46738
C 0.92727 -9.24425 -27.75349
P 0.85394 -10.41333 -29.17489
C 1.54905 -9.64843 -30.66396
C 0.96348 -8.24810 -31.08655
C 0.06155 -8.33816 -32.34938
C 0.98827 -8.74323 -33.57831
C 1.83976 -11.82172 -28.69231
C 1.25825 -12.54699 -27.41664
C 2.22766 -13.61659 -26.92897
C 2.13273 -14.89920 -27.77062
C -0.85941 -11.09708 -29.50609
C -0.79646 -11.97840 -30.79183
C -2.08589 -12.62950 -31.27903
C -1.99899 -13.30045 -32.67419
H 3.50892 -6.66213 -24.71761
H 4.05821 -6.56405 -26.33020
H 4.28543 -8.07342 -25.31585
H 1.80393 -8.53864 -25.37703
H 1.55054 -7.18336 -26.32814
H 2.65639 -8.11622 -28.35670
H 3.12500 -9.36368 -27.41443
H 0.65311 -9.82089 -26.87007
H 0.19732 -8.45286 -27.92379
H 1.62162 -10.38713 -31.46219
H 2.62422 -9.52941 -30.53002
H 1.83759 -7.62781 -31.28474
H 0.32295 -7.81937 -30.31582
H -0.50707 -7.41124 -32.42421
H -0.65999 -9.15485 -32.37210
H 1.02115 -9.82342 -33.72050
H 2.02797 -8.45702 -33.41955
H 0.67178 -8.22720 -34.48475
H 2.09864 -12.47306 -29.52709
H 2.82935 -11.52006 -28.34906
H 1.18840 -11.89629 -26.54496
H 0.30148 -13.04509 -27.57343
H 3.20725 -13.15730 -27.06136
H 2.04999 -13.81433 -25.87189
H 1.17095 -15.39731 -27.64830
H 2.90425 -15.58227 -27.41526
H 2.27064 -14.72307 -28.83742
H -1.51606 -10.26716 -29.76711
H -1.26374 -11.61432 -28.63599
H -0.07014 -12.77563 -30.63385
H -0.37368 -11.44519 -31.64333
H -2.96286 -12.01203 -31.08470
H -2.20949 -13.33795 -30.45994
H -0.98729 -13.64423 -32.88957
H -2.17969 -12.47150 -33.35851
H -2.77965 -14.01846 -32.92542
O 2.69751 1.87855 -19.95041
C 2.84823 1.73828 -18.68175
O 2.82003 2.73821 -17.88457
O 3.01239 0.54416 -18.41365
H 2.94150 1.01535 -19.60841
```

The value obtained for the molecular weight is 864.4 g mol⁻¹. Its net charge is +3. For the HOMO energy, the calculation gives -9.2 eV. The HOMO-LUMO gap comes out at 0.2026 Ha.